Record 1
25
Properties=species:S:1:pos:R:3:forces:R:3:nbo_charge:R:1 method="wB97M-V/def2-TZVPD" largest_force_ev_per_a=4.71 homo_ha=-0.30664 e_above_lowest_kj_mol=544.9 charge=0 lumo_energy_ev=0.59 orbital_gap_ev=8.94
C -2.29973 1.07235 0.55099 0.7 -3.0 -0.9 -0.496
C -2.43657 0.42403 -0.82429 -0.2 2.3 -1.0 -0.393
C -1.79554 -0.92022 -1.04730 1.8 0.1 0.4 -0.644
C -0.89565 1.34221 0.93769 1.0 1.3 -2.1 0.102
N 0.02481 1.44852 -0.05469 -1.5 -1.7 4.1 -0.667
C 2.70984 0.66292 0.40651 -0.9 -0.7 -2.4 -0.617
C 2.17909 -0.57988 -0.34491 -1.8 -0.6 0.3 -0.413
C 1.66106 -1.89175 0.44149 0.6 1.3 -1.1 -0.627
H -2.63038 2.04066 0.46654 -1.5 2.5 0.0 0.236
H -2.96650 0.46810 1.10328 -0.3 -0.2 2.1 0.223
H -1.92859 1.21175 -1.39126 0.1 -0.7 -0.9 0.214
H -3.48422 0.59445 -1.05609 -0.3 -0.8 -0.3 0.197
H -2.09527 -1.66460 -0.26836 0.5 0.5 -0.6 0.200
H -1.83713 -1.39730 -2.04758 -0.6 0.6 0.5 0.226
H -0.69723 -0.58918 -0.97001 -1.4 -1.3 0.2 0.233
H -0.76912 1.81568 1.95131 0.5 -0.9 -0.3 0.165
H 0.30083 0.58433 0.79599 0.4 1.6 -1.2 0.395
H 2.46132 1.46946 -0.31008 1.2 -0.1 0.3 0.237
H 3.70725 0.55251 0.72101 1.3 0.2 0.2 0.202
H 2.09271 0.97979 1.18521 -0.8 0.0 1.8 0.194
H 1.28860 -0.17839 -0.90538 0.9 -0.7 0.3 0.216
H 2.84483 -0.92749 -1.11944 0.6 0.2 -0.1 0.201
H 2.11473 -1.96943 1.43950 0.0 -0.2 -0.4 0.204
H 0.57710 -1.76535 0.55147 0.2 -0.4 0.2 0.197
H 1.87375 -2.78314 -0.21157 -0.3 0.7 1.0 0.215

***

Record 2
62
Properties=species:S:1:pos:R:3:forces:R:3:nbo_charge:R:1 method="wB97M-V/def2-TZVPD" largest_force_ev_per_a=7.68 homo_ha=-0.39797 e_above_lowest_kj_mol=170.0 charge=+1 lumo_energy_ev=-2.21 orbital_gap_ev=8.62
O 0.09061 0.50082 0.43689 2.1 0.7 0.2 -0.808
H -0.33545 -0.00599 -0.25825 -1.8 -0.8 -1.5 0.545
H 0.50659 -0.13680 1.02169 1.7 -1.0 1.0 0.559
H -0.40605 1.12577 0.97014 -1.9 0.9 0.4 0.562
C 2.77958 -1.67239 2.03985 -3.4 6.2 2.3 0.772
O 1.81030 -0.88417 1.92027 0.3 0.5 0.2 -0.778
N 3.77548 -1.48540 2.85582 2.0 1.1 2.2 -0.796
N 2.80442 -2.73558 1.41403 0.4 -6.4 -4.2 -0.777
H 4.40171 -2.26406 3.00292 0.1 0.6 0.5 0.388
H 3.68116 -0.73685 3.52728 0.3 -0.3 0.0 0.422
H 2.25894 -2.69262 0.56509 0.2 -0.8 0.1 0.412
H 3.63833 -3.28298 1.57227 -0.5 -0.6 -1.0 0.388
C -3.05448 1.82687 1.51989 2.1 0.2 -0.3 0.785
O -1.82541 1.68516 1.58963 0.2 0.4 0.1 -0.761
N -3.67473 2.66230 0.72324 -0.8 2.2 -2.1 -0.810
N -3.87449 1.12570 2.23732 -1.4 -2.3 2.2 -0.800
H -4.68374 2.64036 0.68422 0.3 0.4 -0.1 0.392
H -3.18860 3.47085 0.36267 -0.1 -0.3 -0.1 0.420
H -4.87195 1.17325 2.08597 0.3 -0.3 0.5 0.401
H -3.43203 0.45542 2.84973 -0.6 -0.1 0.0 0.419
C 1.69933 -1.23073 -2.14095 -0.4 2.6 -0.2 0.748
O 2.08723 -0.34753 -1.41297 1.0 0.0 1.0 -0.645
N 1.00104 -0.94839 -3.23440 -1.3 0.3 -2.1 -0.838
N 1.77751 -2.53978 -1.95499 0.7 -2.8 1.2 -0.850
H 0.48069 -1.71052 -3.64488 0.0 0.7 -0.6 0.377
H 0.87372 0.01195 -3.52010 -0.2 -0.3 0.1 0.425
H 2.60342 -2.82615 -1.44906 -0.1 -0.3 -0.2 0.404
H 1.51171 -3.10643 -2.74768 0.5 -0.2 0.3 0.392
C -3.02217 -1.60850 0.54755 -0.8 -0.2 0.7 -0.635
C -2.10877 -2.21968 -0.45278 1.0 -0.3 -0.1 -0.075
C -2.86899 -3.05475 -1.47395 -1.2 -1.0 1.6 -0.075
O -3.61220 -4.09750 -0.75899 1.3 1.6 -0.3 -0.541
C -4.17176 -5.01360 -1.64535 0.2 -0.7 -0.3 -0.245
N -1.28013 -1.22607 -1.16339 -0.4 -0.4 -0.2 -0.841
H -3.86002 -1.09247 0.07870 -0.2 -0.2 -0.3 0.203
H -2.65030 -0.86328 1.25073 0.8 -0.4 -0.2 0.217
H -3.38051 -2.48203 1.09220 -0.5 0.4 0.3 0.246
H -1.40683 -2.92378 -0.00598 0.0 0.1 0.5 0.195
H -2.15368 -3.50947 -2.15926 -0.1 -0.1 -0.3 0.170
H -3.62238 -2.43350 -1.95825 0.1 0.2 -0.6 0.172
H -3.39836 -5.45872 -2.27130 0.2 -0.2 -0.1 0.158
H -4.88605 -4.55777 -2.33100 -0.4 0.0 0.1 0.168
H -4.60272 -5.81934 -1.05109 -0.3 0.2 -0.1 0.206
H -1.89967 -0.98448 -1.92359 0.2 1.0 -0.5 0.364
H -0.55434 -1.76902 -1.60897 0.3 0.1 -0.1 0.366
C 1.66908 3.34700 -1.44639 0.8 0.5 0.8 -0.643
C 1.32428 3.93849 -0.01686 0.5 -2.8 -3.2 -0.058
C 2.24517 3.37556 0.99199 -1.3 -1.2 1.6 -0.066
O 3.58806 3.68913 0.87962 0.5 0.4 -0.1 -0.523
C 4.31591 2.89674 1.76979 1.0 -0.3 0.9 -0.257
N 1.37045 5.31639 -0.05639 -0.3 3.4 -0.4 -0.811
H 1.77258 2.26206 -1.42912 -0.3 -0.1 -0.2 0.220
H 2.64373 3.75852 -1.70873 0.2 -0.1 -0.2 0.206
H 0.97101 3.71806 -2.19680 -0.2 -0.2 0.0 0.192
H 0.32725 3.51256 0.09546 -0.3 0.4 1.0 0.180
H 2.09368 2.29617 0.98385 0.3 -0.5 -0.3 0.159
H 1.86524 3.63038 1.98134 0.1 0.5 0.4 0.168
H 4.19315 3.05180 2.84170 -1.2 0.6 0.3 0.164
H 5.38399 3.11365 1.75393 0.0 -0.2 -1.1 0.199
H 4.08127 1.83975 1.64407 0.3 -0.2 -0.4 0.164
H 0.92367 5.66425 -0.89274 -1.3 0.0 0.0 0.347
H 2.27542 5.63131 -0.37568 1.0 -0.2 0.9 0.358